No. 1
Formula: C3H2N2S
Source: the Open Molecules 2025 dataset
Level of theory: the ωB97M-V functional and the def2-TZVPD basis

* LUMO (spin up / spin down): -0.272 / -2.402 eV
* largest force on an atom: 4.61 eV Å⁻¹
* E: -16952.0114 eV
* energy relative to the best compared isomer or geometry (same formula, charge and spin): 520.3 kJ/mol
* charge: 0

```
8
Properties=species:S:1:pos:R:3:forces:R:3
C -0.298211 0.212874 1.216350 -1.7 2.6 1.2
C 0.964526 0.013738 1.200711 4.0 -2.1 1.0
C -0.422820 -0.015735 -1.071741 -2.3 0.5 2.5
N -1.000500 0.358365 -0.001334 -0.2 0.0 -1.8
N 0.434173 -0.766139 -1.697510 0.5 -0.1 -1.3
S -0.788284 -0.081806 -2.783600 0.7 -0.4 -0.1
H -0.878496 0.745426 2.101651 1.2 -1.6 -1.6
H 1.989612 -0.466723 1.035472 -2.2 1.2 0.2
```
Positions in Å, forces in eV/Å.

No. 2
Formula: C6H12S
Source: the Open Molecules 2025 dataset
Level of theory: the ωB97M-V functional and the def2-TZVPD basis

* LUMO: 0.876 eV
* largest force on an atom: 0.26 eV Å⁻¹
* E: -17250.4814 eV
* energy relative to the best compared isomer or geometry (same formula, charge and spin): 108.0 kJ/mol
* SMILES string: C/C=C/C.C=CS
* charge: 0

```
19
Properties=species:S:1:pos:R:3:forces:R:3
C -1.410624 2.049207 0.341069 0.0 0.0 0.0
C -1.387685 0.560269 0.253204 0.0 0.1 0.0
C -1.641277 -0.137535 -0.841705 0.1 -0.1 -0.1
C -1.637685 -1.626901 -0.930065 0.0 0.0 0.0
H -2.174823 2.369068 1.049627 0.0 0.1 0.0
H -0.454706 2.429684 0.700856 0.1 0.1 0.0
H -1.623998 2.495119 -0.627766 0.0 0.1 0.0
H -1.160974 0.041535 1.178142 0.0 -0.2 0.1
H -1.871729 0.380058 -1.767480 0.0 0.2 0.0
H -2.613196 -1.980611 -1.263405 0.0 -0.1 0.0
H -1.412682 -2.076965 0.033581 0.0 -0.1 0.1
H -0.901295 -1.966637 -1.659500 0.0 -0.1 0.0
C 3.119478 -0.881783 1.385977 0.0 0.0 0.0
C 2.339386 -0.295012 0.495281 -0.1 0.0 -0.2
S 2.934973 0.525101 -0.944646 0.1 0.0 0.1
H 2.698596 -1.356566 2.255410 -0.1 -0.1 0.1
H 4.189876 -0.905126 1.279677 0.3 0.0 0.0
H 1.265453 -0.276002 0.592367 -0.1 0.0 0.1
H 1.742913 0.653100 -1.530616 -0.1 0.0 0.0
```
Positions in Å, forces in eV/Å.

No. 3
Formula: C31H25LiN6O4
Source: the Open Molecules 2025 dataset
Level of theory: the ωB97M-V functional and the def2-TZVPD basis

* LUMO: 3.574 eV
* largest force on an atom: 3.23 eV Å⁻¹
* E: -49890.1669 eV
* energy relative to the best compared isomer or geometry (same formula, charge and spin): 0.0 kJ/mol
* charge: -2

```
67
Properties=species:S:1:pos:R:3:forces:R:3
Li -0.023735 1.352878 0.093101 -0.2 0.4 0.0
C -0.517002 0.696371 4.417374 1.5 0.4 -0.4
C -0.693023 0.761795 3.041568 0.1 0.0 -2.0
N 0.295820 1.085390 2.190000 -0.6 -0.5 0.6
C 1.534716 1.312483 2.655604 0.0 0.9 1.7
C 1.781539 1.442207 4.084352 -0.2 -2.3 -1.8
C 0.733809 1.045456 4.911289 -1.3 0.2 0.6
C 3.107754 1.472709 4.530838 0.6 1.0 0.5
C 4.096069 1.725950 3.606886 0.3 0.2 1.4
C 3.906157 1.770540 2.253325 -0.6 -0.1 -1.5
C 2.623513 1.528680 1.711815 -0.2 0.6 0.6
N 2.219362 1.650011 0.459821 0.6 0.2 -1.3
C 3.055154 1.500361 -0.600232 -0.1 -1.6 -0.3
C 4.177639 0.563871 -0.652625 -0.6 1.8 0.9
C 4.550455 0.060085 -1.874589 0.0 -0.1 -1.1
C 3.992470 0.517423 -3.071516 1.7 -2.0 -0.7
C 3.060999 1.533441 -3.170588 -1.2 -0.5 1.3
C 2.339446 1.825300 -4.379931 -0.1 0.6 0.5
C 1.222397 2.628729 -4.359312 0.7 0.1 0.6
C 0.782140 3.024210 -3.063555 0.4 -0.5 -0.4
N 1.339433 2.570392 -1.971704 -0.8 1.9 1.6
C 2.519146 1.965297 -1.891088 0.3 -1.1 -1.9
H -1.293484 0.314453 5.024827 -0.7 -0.1 0.7
H -1.641455 0.489210 2.515007 0.7 0.4 0.7
H 0.915328 1.031756 5.979842 0.0 -0.1 0.1
H 3.322226 1.407707 5.602061 0.0 0.1 -0.3
H 5.065973 2.013867 3.968585 0.5 -0.3 0.2
H 4.731586 2.060466 1.597911 -0.4 -0.1 0.2
H 4.739384 0.226329 0.241489 -0.9 0.2 -0.5
H 5.248702 -0.795812 -1.900664 -0.3 0.6 -0.1
H 4.171443 -0.139984 -3.930941 0.2 0.6 -0.1
H 2.660779 1.406226 -5.319842 0.3 -0.2 -0.1
H 0.707126 2.945842 -5.272397 0.1 -0.2 0.4
H -0.051286 3.698782 -2.932577 -0.4 -0.2 0.0
O -8.793983 2.032047 -0.717437 -0.5 -1.5 -0.5
C -7.805128 2.764644 -0.948281 -1.6 -1.1 1.2
O -7.853620 3.974798 -0.802045 1.2 2.4 -0.4
C -6.514130 2.030098 -1.205667 0.9 -0.1 -0.1
C -6.478674 0.807934 -1.931683 1.8 1.3 0.5
C -5.207738 0.225021 -2.048348 -1.6 1.0 0.2
N -4.102915 0.700586 -1.510084 1.6 -0.1 -0.1
C -4.077108 1.862319 -0.866599 -3.1 0.9 0.5
C -5.320510 2.560566 -0.660988 0.7 -1.1 -0.8
C -2.794960 2.453567 -0.277369 0.4 -0.7 -0.6
O -2.708008 3.685193 -0.138057 0.0 -0.7 0.1
O -1.938882 1.541048 -0.051229 0.6 0.7 0.4
H -7.305791 0.426631 -2.507698 -0.3 0.0 0.3
H -5.124645 -0.639588 -2.667684 0.3 -0.8 -0.3
H -5.311694 3.502315 -0.109723 -0.2 -0.3 -0.3
N -0.013898 -0.563684 -0.585352 0.2 0.6 0.2
C -0.013091 -1.685164 -0.345632 0.3 -1.6 -1.0
N 0.004947 -3.021773 -0.293700 0.4 0.4 0.8
C 0.841385 -3.859836 -1.198623 -1.7 1.5 0.4
C 1.619268 -4.940498 -0.453345 2.2 0.4 -0.2
C 1.079649 -5.318744 0.950760 0.2 0.3 -0.3
C -0.458037 -5.069808 0.971198 1.3 -0.5 0.6
C -0.860882 -3.642535 0.704424 -0.4 1.1 0.5
H 1.461384 -3.113735 -1.738785 -0.2 -0.9 0.1
H 0.076252 -4.304637 -1.862955 0.7 0.0 -0.2
H 2.698921 -4.575869 -0.358443 -1.3 -0.6 -0.1
H 1.645020 -5.751664 -1.199929 0.1 -0.3 0.7
H 1.643371 -4.743244 1.755152 -1.0 -0.3 -1.0
H 1.293557 -6.382760 1.218716 -0.2 0.7 -0.5
H -0.679273 -5.329643 1.980087 -1.0 -0.1 0.8
H -0.960593 -5.790378 0.336576 0.0 -0.1 -0.3
H -0.797522 -3.032654 1.626922 0.4 -0.4 -0.2
H -1.923235 -3.492984 0.441698 0.2 -0.6 -0.3
```
Positions in Å, forces in eV/Å.

No. 4
Formula: C18H34F3N2O3S3
Source: the Open Molecules 2025 dataset
Level of theory: the ωB97M-V functional and the def2-TZVPD basis

* LUMO: -3.328 eV
* largest force on an atom: 1.14 eV Å⁻¹
* E: -68990.4602 eV
* charge: +1

```
63
Properties=species:S:1:pos:R:3:forces:R:3
O -0.718600 -2.590568 0.751545 0.0 0.2 -0.1
C -0.829954 -1.474497 0.340735 0.1 0.0 0.2
O -1.805918 -0.618680 0.745926 -0.1 -0.3 -0.2
C 0.203139 -0.832948 -0.577970 0.1 -0.1 -0.2
C 1.243200 -1.906007 -0.914671 -0.3 -0.2 0.3
S 2.532342 -1.408252 -2.089558 -0.2 -0.1 -0.1
C 4.172420 -1.947052 -1.475376 0.3 0.0 -0.2
C 4.203389 -3.174508 -0.561046 -0.1 -0.2 -0.1
C 4.167813 -2.965799 0.963518 -0.2 -0.3 0.0
S 5.228269 -1.644585 1.557200 0.1 0.1 0.0
C 4.114752 -0.510433 2.374098 0.2 0.1 0.5
S 2.462740 -0.650615 2.343167 0.0 -0.1 -0.2
N 4.759817 0.464655 3.060527 -0.2 0.3 -1.1
C 3.928318 1.615843 3.470975 0.0 -0.1 0.5
C 4.775710 2.702399 4.142514 -0.1 0.1 0.0
O 5.889902 2.135697 4.792365 0.0 -0.1 -0.1
C 6.818336 1.693494 3.830927 0.0 0.0 0.1
C 6.184004 0.741972 2.781992 0.1 -0.3 0.3
C 2.728779 0.436660 -1.964019 -0.1 -0.4 0.2
F 3.024986 0.848251 -0.763072 0.2 0.0 0.8
F 1.623649 1.005532 -2.360474 -0.7 0.2 -0.3
F 3.704665 0.725661 -2.781728 0.8 0.2 -0.6
H -2.455818 -0.444183 0.046544 0.1 0.1 0.1
H -0.302181 -0.439031 -1.466681 0.1 0.0 0.1
H 0.654578 0.000189 -0.030320 -0.1 -0.1 -0.1
H 0.760835 -2.751537 -1.418028 0.1 0.1 0.1
H 1.718944 -2.268941 -0.002210 0.0 0.2 -0.1
H 4.660481 -1.073657 -1.031316 -0.1 -0.1 0.1
H 4.677853 -2.185079 -2.417176 -0.1 0.1 0.2
H 3.400449 -3.874975 -0.832224 0.2 0.1 0.0
H 5.137207 -3.686909 -0.819973 -0.1 0.1 0.0
H 3.158831 -2.805103 1.356408 0.2 0.1 0.0
H 4.540176 -3.887938 1.425075 -0.1 0.2 -0.1
H 3.179971 1.251788 4.181252 0.2 0.0 -0.2
H 3.391098 2.009579 2.599517 0.0 0.0 0.1
H 4.173779 3.198643 4.909742 0.1 -0.1 -0.2
H 5.100973 3.466824 3.419396 0.0 -0.1 0.1
H 7.262426 2.557662 3.315251 0.0 -0.1 0.1
H 7.608155 1.176674 4.381071 -0.1 0.1 -0.1
H 6.727366 -0.205861 2.829734 -0.1 0.1 -0.1
H 6.295001 1.138054 1.763796 -0.1 0.0 0.1
C -5.216384 2.061252 -0.004781 0.1 0.0 0.0
C -5.194427 1.479169 -1.409837 0.0 0.0 0.0
N -5.804535 0.163777 -1.494828 0.1 0.0 0.0
C -5.557710 -0.506346 -2.760751 0.0 -0.1 0.0
C -6.144312 0.108736 -4.036238 0.0 0.0 0.0
C -7.162675 0.065776 -0.976237 -0.1 0.0 0.1
C -8.229044 0.982437 -1.587462 0.0 0.0 0.0
H -4.773904 1.364179 0.709783 0.0 0.0 0.0
H -4.639427 2.986885 0.015712 0.0 0.0 0.0
H -6.222645 2.302278 0.335900 0.0 0.0 0.0
H -4.151397 1.357379 -1.725578 0.0 0.0 0.0
H -5.632725 2.213252 -2.103452 0.0 0.0 0.0
H -5.911796 -1.536112 -2.664561 0.0 0.0 0.0
H -4.469474 -0.571563 -2.881229 0.0 0.0 0.0
H -7.219265 -0.047527 -4.107890 0.0 0.0 0.0
H -5.689492 -0.358299 -4.911757 0.0 0.0 0.0
H -5.951159 1.180230 -4.098518 0.0 0.0 0.0
H -7.123406 0.250284 0.099138 0.0 0.0 0.0
H -7.472267 -0.976840 -1.079292 0.0 0.0 0.0
H -7.865219 2.004200 -1.707152 0.0 0.0 0.0
H -9.098061 1.022344 -0.929113 0.0 0.0 0.0
H -8.572557 0.632089 -2.559291 0.0 0.0 0.0
```
Positions in Å, forces in eV/Å.

No. 5
Formula: C53H68EuN3O8P2STe
Source: the Open Molecules 2025 dataset
Level of theory: the ωB97M-V functional and the def2-TZVPD basis

* multiplicity: 7
* LUMO (spin up / spin down): -4.321 / -4.389 eV
* largest force on an atom: 3.28 eV Å⁻¹
* E: -132932.4277 eV
* energy relative to the best compared isomer or geometry (same formula, charge and spin): 25.5 kJ/mol
* charge: +2

```
137
Properties=species:S:1:pos:R:3:forces:R:3
Eu -0.010194 1.339716 -0.552786 -0.1 -0.2 1.6
C -6.579080 -0.410374 8.752306 0.6 1.1 -1.3
S -4.794192 -0.229360 9.071212 0.8 -0.3 0.3
C -3.925075 0.965812 7.977018 -1.3 1.1 -0.1
C -3.428901 0.470729 6.623748 -0.4 -1.0 -0.7
C -2.122225 1.142409 6.179327 0.7 0.0 1.1
N -1.761461 0.939368 4.779257 -0.4 -0.3 -1.0
P -2.360315 -0.007345 3.503192 1.4 0.9 -0.3
C -2.332870 -1.772786 3.582530 -0.1 -1.7 0.3
C -1.121141 -2.482955 3.456654 0.6 1.0 -0.6
C -1.117346 -3.870482 3.347546 -0.2 -0.5 -0.2
C -2.336874 -4.576410 3.375781 -0.1 0.1 0.1
C -3.570401 -3.898562 3.409286 0.4 0.0 0.4
C -3.551928 -2.525889 3.625063 -0.2 1.6 -0.4
C -3.768959 0.426080 2.492202 -1.8 0.8 -0.5
C -4.339272 1.693251 2.754633 0.2 -0.3 -1.1
C -5.263640 2.277323 1.855739 1.5 -0.1 1.2
C -5.805849 1.538565 0.848374 -0.7 0.1 -0.1
C -5.430932 0.216809 0.696977 0.5 -0.9 -1.0
C -4.350503 -0.316647 1.397023 0.5 0.5 0.9
P -0.216462 1.433663 4.009298 -0.3 -0.6 0.5
C 1.174851 0.621201 4.811584 0.3 0.0 -0.3
C 1.684865 0.960347 6.078368 -0.6 0.4 -0.2
C 2.831908 0.320327 6.538342 -0.7 1.3 0.8
C 3.391042 -0.705155 5.846300 0.9 -1.4 0.1
C 2.793580 -1.156354 4.686150 0.4 -0.5 -1.3
C 1.794028 -0.428186 4.100491 -1.7 0.4 -0.6
C 0.009921 3.129839 3.915561 -0.3 2.3 0.2
C 1.251000 3.845160 4.207271 -1.7 -1.7 -1.0
C 1.271622 5.204927 4.088046 0.5 1.1 1.0
C 0.105321 6.003409 3.925153 0.6 -0.9 -0.8
C -1.081437 5.328572 3.629690 -0.6 0.3 -0.2
C -1.149984 3.949958 3.582554 0.6 -1.5 -0.2
H -6.781830 -0.115688 7.701570 -0.2 -0.3 0.7
H -7.135688 0.187399 9.452335 -0.2 0.4 0.1
H -6.819770 -1.440247 8.925440 0.0 -0.6 -0.1
H -3.080907 1.251176 8.583080 0.4 -0.1 0.5
H -4.505985 1.934747 7.858663 0.5 -1.2 0.1
H -4.211313 0.703746 5.889285 0.1 -0.3 -0.1
H -3.292992 -0.662616 6.654067 -0.1 1.4 -0.1
H -1.344224 0.655989 6.805111 -0.1 0.4 -0.3
H -2.062295 2.233986 6.420504 -0.4 -0.7 -0.3
H -0.180612 -1.882602 3.330248 -1.1 -0.9 0.2
H -0.182440 -4.420485 3.115774 -0.7 0.4 0.6
H -2.361112 -5.671638 3.431601 0.2 0.5 -0.5
H -4.513647 -4.457217 3.260957 0.7 0.5 0.5
H -4.477711 -1.914589 3.777711 0.7 -1.0 -0.3
H -3.950543 2.254289 3.587771 0.0 0.3 0.1
H -5.409882 3.334856 1.904212 -0.5 0.4 0.3
H -6.545060 1.998927 0.196043 0.1 -0.2 0.0
H -5.911993 -0.349256 -0.124684 0.5 0.1 0.7
H -3.923235 -1.263241 1.076118 -0.2 0.0 0.3
H 1.193119 1.722501 6.710685 0.4 -0.4 -0.5
H 3.253875 0.662642 7.476067 0.1 -0.1 0.0
H 4.274801 -1.201620 6.250968 -0.3 0.0 -0.2
H 3.082274 -2.041715 4.114901 0.5 0.2 0.5
H 1.371096 -0.696273 3.097630 0.5 0.2 1.0
H 2.146648 3.245646 4.362961 -0.1 0.4 0.1
H 2.260431 5.652137 4.276833 -0.7 0.2 -0.2
H 0.173918 7.088565 3.846558 0.0 -0.3 0.3
H -2.013855 5.858945 3.384534 0.6 0.0 0.2
H -2.074448 3.443733 3.205649 0.9 0.5 0.6
O 2.315419 1.557475 0.677175 1.4 -3.0 0.0
H 2.591808 0.613301 1.045497 -0.7 3.0 -1.2
H 2.874277 1.728943 -0.126712 -0.4 -0.3 1.1
O -2.179034 0.126718 -1.363737 -0.4 0.4 -0.5
H -3.020283 0.512359 -1.708146 1.0 -0.9 0.3
H -2.090190 -0.819107 -1.620030 -0.5 0.3 0.2
O 0.756420 6.300264 -0.382790 -0.3 1.3 -0.5
H 0.730092 6.892970 -1.153248 0.2 -0.5 0.0
H 0.528380 6.921817 0.317463 0.0 -0.3 0.4
O 1.119122 3.769194 0.121587 0.5 0.0 0.2
H 1.860922 3.659854 0.740907 -0.5 -0.1 -0.2
H 1.140166 4.724308 -0.104509 -0.3 -0.3 0.0
O -1.732840 -2.672316 -1.351454 1.2 -1.0 0.4
H -1.525701 -3.459557 -1.914417 -0.3 1.0 0.6
H -1.183561 -2.806811 -0.532860 -0.9 0.2 -1.0
O -1.504991 3.185505 -0.842833 -1.2 -0.4 0.2
H -2.425493 3.055312 -1.131493 0.5 0.4 0.1
H -1.136787 3.952479 -1.272268 0.1 0.6 -0.3
O -0.467796 0.082695 1.519785 0.3 0.7 0.3
N -0.960205 0.722778 2.668071 -0.9 -1.7 -0.1
C 7.989891 -2.866656 -4.252992 0.4 -0.1 -0.2
C 6.519862 -2.693266 -4.044641 -2.2 1.0 0.8
C 5.920134 -2.590725 -2.757967 0.3 0.1 -0.8
C 4.560245 -2.351870 -2.539192 -0.8 0.7 -0.7
C 4.039236 -2.440917 -1.097261 -0.4 -0.2 -0.5
C 3.699526 -2.009765 -3.677778 1.6 -0.9 0.5
Te 1.669205 -1.384745 -3.273611 0.3 -0.1 0.0
N 1.804352 0.390172 -4.143612 0.2 -0.4 -0.8
C 1.339094 1.552993 -3.735992 -1.4 0.0 0.5
O 0.756603 1.838476 -2.624437 0.7 -0.7 -1.0
C 1.394843 2.681902 -4.741605 0.5 -0.2 0.2
C 0.490756 3.771544 -4.721809 1.1 -0.9 -0.2
C 0.721508 4.819084 -5.587855 0.0 0.8 -0.6
C 1.715098 4.669647 -6.573419 -0.3 0.7 -0.5
C 2.525391 3.540386 -6.666934 0.0 0.9 -0.4
C 2.437539 2.603230 -5.672631 -0.4 -1.0 0.6
C 0.485335 -2.604902 -4.671521 -0.3 0.0 -0.6
C -0.609588 -2.013568 -5.372478 0.8 -0.4 1.7
C -1.244839 -0.759486 -4.808807 0.1 -0.1 -0.5
C -1.218391 -2.747586 -6.376434 -0.3 -0.3 0.2
C -0.842796 -4.056990 -6.710087 1.3 0.2 0.6
C -1.343775 -4.758712 -7.938103 -0.9 -0.1 0.8
C 0.121238 -4.668690 -5.871658 -0.4 -0.6 -0.5
C 0.771980 -3.984370 -4.858387 0.7 0.9 0.8
C 1.749732 -4.743430 -3.957031 -0.1 0.8 -0.3
C 4.249465 -2.167212 -4.988156 -0.2 0.4 0.9
C 3.459100 -1.950403 -6.275598 1.5 -0.2 0.3
C 5.599348 -2.551556 -5.100590 0.4 0.0 -0.1
H 8.533386 -3.126149 -3.307629 -0.5 -0.2 -1.1
H 8.498103 -1.979183 -4.671139 -0.5 0.1 0.4
H 8.097393 -3.566131 -5.096129 0.4 -0.4 0.7
H 6.572633 -2.667112 -1.898775 -0.1 -0.2 0.2
H 3.844282 -1.493152 -0.608280 0.0 0.5 -0.2
H 4.700958 -2.961112 -0.398758 0.1 -0.1 -0.5
H 3.078424 -2.970666 -1.108843 0.2 -0.1 0.2
H -0.381125 3.747908 -4.103561 -0.2 0.1 0.6
H 0.113144 5.761491 -5.523804 0.6 -1.2 -0.3
H 1.837600 5.442439 -7.345831 -0.1 -0.3 0.5
H 3.199021 3.444689 -7.522842 0.0 0.0 0.5
H 3.085229 1.716934 -5.584100 -0.3 0.6 -0.3
H -1.167417 -0.713734 -3.725553 -0.2 -0.2 0.2
H -2.275796 -0.642022 -5.121280 -0.3 -0.4 0.1
H -0.790300 0.139866 -5.150190 0.7 0.8 -0.5
H -2.107228 -2.295198 -6.797224 0.0 -0.1 -0.5
H -1.450827 -5.823794 -7.704650 -0.2 0.1 -0.2
H -0.576642 -4.701473 -8.711516 -0.4 0.3 -0.2
H -2.339734 -4.325655 -8.203824 1.0 -0.5 -0.3
H 0.376800 -5.754629 -5.968422 -0.4 1.1 -0.2
H 1.887955 -5.737013 -4.340117 0.0 -0.5 -0.1
H 1.350774 -4.839150 -2.941674 0.1 0.1 0.0
H 2.746837 -4.275917 -3.920815 -0.4 -0.1 0.1
H 3.314666 -0.911800 -6.561825 -0.1 0.2 0.3
H 2.525773 -2.449620 -6.210384 -1.0 -0.3 -0.1
H 4.040522 -2.412592 -7.077120 -0.2 0.0 0.0
H 5.970025 -2.717106 -6.107584 0.0 0.1 0.0
```
Positions in Å, forces in eV/Å.